Formula: Cl3O12Pb
Source: the Open Molecules 2025 dataset
Level of theory: the ωB97M-V functional and the def2-TZVPD basis

Structure (XYZ):
```
16
Properties=species:S:1:pos:R:3:mulliken_charge:R:1
Pb -1.420 -0.839 -0.574 0.7548
Cl -2.887 2.864 -1.139 1.6663
O -3.372 3.978 -0.314 -0.6958
O -3.947 2.604 -1.982 -0.6345
O -1.639 3.255 -1.696 -0.6403
O -2.669 1.669 -0.366 -0.6409
Cl 1.707 0.603 1.555 1.7163
O 2.501 -0.254 2.342 -0.6133
O 0.518 0.903 2.208 -0.7136
O 2.352 1.719 1.251 -0.6336
O 1.204 0.249 0.230 -0.6715
Cl 1.604 -3.270 -0.327 1.6441
O 2.281 -3.219 0.966 -0.6034
O 1.171 -4.605 -0.671 -0.7152
O 0.309 -2.832 0.041 -0.6123
O 2.288 -2.824 -1.523 -0.6071
```

## Properties
net charge	-2
multiplicity	2
gap between HOMO and LUMO (alpha / beta)	5.956 / 7.807	eV